No. 1
This record from the Open Molecules 2025 dataset describes a cluster of 6 separate species, C23H49ClO21S6 in total. The level of theory is ωB97M-V/def2-TZVPD.

Last column: Mulliken charge in e.
Cartesian coordinates (Å):
H 6.062 0.394 1.372  -0.1122
H -1.573 0.051 7.847  0.2772
O 7.471 0.795 -0.038  -0.2368
O -5.979 -0.551 -2.986  -0.5052
O -7.386 -1.122 -1.028  -0.5675
H 3.237 0.624 -0.249  0.5545
O 7.738 -0.849 -1.842  -0.6551
O 4.135 0.625 2.540  -0.7157
H -2.143 2.797 -2.584  0.4631
C -2.094 -0.609 -2.767  0.8784
H 9.168 1.424 -2.986  0.3700
H -3.101 -2.597 8.108  0.2837
H 3.123 -5.672 4.221  0.3052
C -0.754 0.699 -1.539  -0.1073
H 1.910 -6.987 4.208  0.3751
S -6.164 -0.630 -1.569  1.0750
H 0.905 3.322 4.124  0.2567
C 1.100 -3.528 -0.007  -0.7829
C -4.378 1.463 -1.011  -0.2614
H -3.324 -0.108 7.736  0.2585
O 0.536 -6.103 1.888  -0.6143
O 1.755 1.133 2.828  -0.0575
C -1.552 -2.523 3.933  -0.9688
H -6.293 2.338 -9.610  0.3832
O -1.450 -2.594 -1.499  -0.4894
O 2.103 -4.215 2.145  -0.1862
H 0.302 -3.028 0.540  0.1342
C -4.590 3.494 -9.042  -0.3564
C 8.476 1.643 -2.176  -0.9337
S 3.052 1.364 1.952  1.1688
C 2.476 0.525 0.523  -0.4356
S 1.889 -5.784 2.229  1.1880
H 6.461 -0.988 0.359  0.3823
H -2.685 1.898 -4.009  0.0726
H 1.547 0.981 0.193  0.1269
S -1.080 -1.755 5.441  1.3069
C -5.935 2.876 -8.733  -0.9627
C -5.791 0.928 -0.791  -1.0123
H 2.330 -0.520 0.785  -0.1399
O -2.526 2.752 -7.060  -0.6842
H 1.386 -5.299 4.468  0.1949
H 0.732 -4.508 -0.307  0.4752
O -2.872 -1.214 -3.654  -0.6214
H 1.675 2.962 5.682  0.4031
O 9.724 -0.034 -0.621  -0.6199
O 2.961 -6.435 1.539  -0.6645
O 3.216 2.755 1.663  -0.6668
O 0.065 1.543 -1.373  -0.6129
C -2.281 -1.991 7.730  -0.3793
H 8.659 -1.214 1.531  0.3788
H -1.979 5.460 -6.666  0.3302
H -0.786 -2.272 3.202  0.2827
H 3.133 -4.206 0.340  0.4103
C -2.650 1.891 -2.916  -0.8774
H -3.630 -0.664 -3.900  0.3879
H 2.756 -2.651 1.070  0.0107
H -1.599 -3.598 4.086  0.3673
H 7.337 -1.188 2.708  0.3807
O -1.049 -0.334 5.259  -0.6177
H 8.333 0.258 2.442  0.3117
H 1.322 -2.953 -0.907  0.3730
C 1.820 1.379 4.256  -0.0178
H 2.660 3.377 4.271  0.3402
C 7.867 -0.600 1.957  -1.2211
H 2.715 0.901 4.657  0.3416
H 8.838 2.477 -1.581  0.3134
H -3.530 5.904 -5.881  0.3312
H -4.646 4.139 -9.915  0.2794
S -3.530 3.701 -6.682  1.2854
C 2.350 -3.634 0.839  -0.4025
O -4.121 4.374 -7.985  -0.2711
H 7.480 1.837 -2.563  0.3098
O 0.068 -2.410 5.993  -0.6865
C -4.119 1.913 -2.452  -0.4614
O -2.358 -2.153 6.291  -0.2924
H -3.827 2.738 -9.232  0.3389
Cl -4.668 -1.798 -0.849  -0.1342
C 6.882 -0.141 0.903  0.1164
O -0.571 -0.584 -1.024  0.0596
C -1.921 0.680 -2.448  0.1776
C -1.329 -1.451 -1.787  0.4107
H -6.660 3.647 -8.471  0.2621
H -5.873 2.177 -7.900  0.2874
S 8.421 0.210 -1.159  1.2343
C 2.103 -5.944 3.967  -0.8261
H -4.725 1.342 -3.155  0.3166
H 0.954 0.855 4.651  -0.0213
H -1.348 -2.431 8.084  0.3364
H -3.682 0.705 -0.648  0.1193
H -4.261 2.313 -0.333  0.3580
H -2.516 -2.125 3.627  0.3680
C -2.773 5.134 -6.001  -0.8956
O -4.597 3.281 -5.822  -0.5909
H -4.485 2.939 -2.545  0.5036
H -2.492 -0.505 9.251  0.3908
C 1.764 2.851 4.601  -1.1402
C -2.425 -0.549 8.164  -0.9584
H -6.566 1.618 -1.134  0.4092
H -5.967 0.722 0.266  0.4139
H -2.368 4.843 -5.034  0.2938

- lowest unoccupied orbital energy (eV) = -0.7
- total charge = 0
- HOMO-LUMO gap (Ha) = 0.3539

No. 2
This record from the Open Molecules 2025 dataset describes a structure of composition C23H49N2OP3SeSn. The level of theory is ωB97M-V/def2-TZVPD.

Last column: Mulliken charge in e.
Cartesian coordinates (Å):
H 4.199 -1.664 -2.630  0.5239
N -1.676 0.555 4.392  0.2950
H 2.929 -0.551 3.950  0.6573
H -3.245 1.320 -7.667  0.2801
C -1.171 2.914 1.636  -0.7487
H -1.046 -1.402 3.896  -0.2124
H -1.428 2.893 -7.785  0.3465
H -3.815 2.181 4.519  0.3230
C -1.351 -0.822 4.777  -0.6700
H 0.639 -4.311 1.164  0.3083
H 2.680 -3.095 1.950  0.3594
H -4.251 2.503 -6.616  0.3069
H -0.767 -4.044 -1.575  0.3229
C -3.280 2.222 -7.042  -0.3662
H -2.708 4.006 3.392  0.3995
C -2.877 2.572 4.951  -0.7937
C 1.201 3.131 -4.932  -1.1656
C -0.075 2.740 -5.341  0.3218
H -0.068 2.991 1.518  0.1278
C -1.386 1.031 3.148  0.1407
H -1.947 1.729 -4.866  0.1825
H -0.704 1.150 -0.452  -0.0758
P 2.318 -0.708 1.644  0.7927
H 4.138 -1.117 -0.920  0.2197
C 1.209 -1.786 -3.405  -0.9915
C -2.648 -2.263 1.325  -0.8546
H 0.174 -2.172 -3.366  0.3191
H -1.609 3.914 1.539  0.3168
C -2.062 3.271 3.886  -0.5497
H 1.510 0.485 3.613  0.3323
H 3.936 -2.084 2.696  0.5574
H -1.196 1.785 6.058  0.3103
H 1.802 -2.396 -4.107  0.5206
N -1.577 2.354 2.902  0.1558
C 3.666 0.511 1.514  -1.2987
H -1.526 2.277 0.804  0.1597
H -2.260 -3.081 -1.654  0.3761
H -0.534 -0.844 5.525  0.3362
H 1.193 -0.735 -3.750  0.2528
H 3.976 -2.382 0.949  0.4705
C 2.256 -3.626 -1.332  -0.9989
H -0.047 -3.438 2.550  0.2565
H 3.493 -0.058 -2.229  0.2575
C -1.636 -3.700 -0.996  -1.0369
H -1.189 1.130 -2.573  0.4922
H 1.309 -4.188 -1.297  0.2502
C 1.971 -0.489 3.413  -1.3072
C 3.319 -2.221 1.805  -1.3903
C -0.293 -3.924 1.596  -1.1659
C 3.611 -1.099 -1.890  -0.9666
H -2.219 -4.579 -0.695  0.4734
H -1.210 3.812 4.335  0.3092
H -2.712 0.824 6.188  0.3475
H -2.244 -1.280 5.235  0.3874
H 3.257 1.521 1.543  0.4077
H -2.257 4.051 -6.577  0.4599
H -3.357 -3.089 1.398  0.5776
H -2.407 -1.901 2.331  0.0657
H 4.241 0.383 0.596  0.3457
C -0.528 1.710 -3.229  -0.0229
H -3.106 3.276 5.747  0.3800
P 1.947 -1.861 -1.735  0.5349
H 2.909 -4.069 -2.106  0.5239
O -1.011 0.226 2.228  -0.2731
C 0.688 2.214 -2.738  0.4669
H -0.367 3.037 -6.323  0.2868
C 1.608 2.820 -3.638  -0.3190
P -1.108 -2.749 0.462  0.6735
C -2.252 3.077 -7.085  -0.5143
H 1.842 3.693 -5.627  0.4398
Sn 0.166 -0.493 -0.203  0.6594
H -0.947 -4.780 1.814  0.5275
H 4.318 0.346 2.378  0.4947
H 2.601 3.088 -3.298  0.5039
H 2.760 -3.706 -0.355  0.2423
H -3.112 -1.433 0.781  0.3554
C -0.944 2.022 -4.514  -0.7472
H 1.313 -1.287 3.772  0.2882
Se 1.060 2.257 -0.867  0.0259
C -2.080 1.405 5.497  -0.5800

- lowest unoccupied orbital energy (spin up / spin down) (eV) = -15.7 / -14.5
- total charge = +4
- HOMO-LUMO gap (spin up / spin down) (Ha) = 0.0784 / 0.1352
- energy relative to the best compared isomer or geometry (same formula, charge and spin) (kcal/mol) = 0.0

No. 3
This record from the Open Molecules 2025 dataset describes an isolated molecule of C23H49N3. The level of theory is ωB97M-V/def2-TZVPD.

Last column: Mulliken charge in e.
Cartesian coordinates (Å):
C -5.137 2.858 0.210  -0.3422
C 7.546 -1.052 0.144  -1.9700
C 6.909 0.301 -0.203  1.8619
H 8.733 1.305 0.388  0.4826
H -5.933 0.935 0.702  0.3632
H -4.203 2.804 0.770  0.1818
C -4.522 -0.728 -1.190  -1.4270
C 2.453 0.461 -0.129  0.8592
C -6.583 1.442 -1.288  -1.6360
H -5.844 4.547 1.348  0.4151
C -6.187 3.553 1.069  -1.3924
H 2.785 2.560 0.236  0.4432
H 5.228 2.463 0.327  0.3183
C -4.239 0.668 -0.603  -0.4357
C 3.271 1.608 0.460  -1.2682
H -3.745 1.257 -1.384  0.6469
H -4.463 -3.398 -1.098  0.2964
N 0.141 -0.322 -0.408  -0.2488
C 3.177 -0.853 0.161  -0.9799
H 4.639 1.757 -1.181  0.3246
C 1.027 0.467 0.431  -1.2609
H -2.236 -3.136 2.292  0.4508
H 0.590 -1.208 -0.621  0.3974
H -2.279 -4.613 0.308  0.4280
H -0.173 -1.858 1.575  0.4690
H 7.327 -1.329 1.172  0.3820
H -4.958 3.443 -0.694  0.3349
H 2.382 0.596 -1.213  0.2272
N -5.049 -1.631 -0.182  -0.1670
H -5.185 -0.638 -2.065  0.6910
H 2.632 -1.694 -0.277  0.4432
C -1.186 -0.602 0.128  1.0068
H -5.775 -3.560 0.080  0.3401
C -1.592 -3.770 0.351  -1.4536
C -1.188 -1.492 1.394  -0.9572
H 6.745 1.551 -1.974  0.3758
H 8.627 -0.993 0.032  0.4853
H 7.189 -1.839 -0.514  0.4084
H 4.550 -0.721 -1.480  0.2307
H -3.608 -0.153 1.144  0.4129
H 7.507 1.258 1.654  0.3892
C -2.124 -2.698 1.296  0.1716
H -3.111 -2.375 0.962  -0.2590
N -3.367 0.636 0.557  -0.0700
H -1.472 -3.379 -0.657  0.2783
C 5.414 0.304 0.215  0.4307
H -1.703 -1.138 -0.675  -0.0942
H 6.576 -0.178 -2.296  0.3665
H -1.742 1.385 -0.484  0.4121
C -1.937 0.724 0.364  -1.9151
C -5.375 -2.936 -0.719  -1.1024
H 7.348 2.379 0.299  0.3941
H -7.391 2.118 -1.021  0.4379
H 5.398 0.171 1.304  0.4431
H -6.366 2.987 1.981  0.3393
H -3.582 -1.159 -1.549  0.4242
H 3.307 1.502 1.548  0.3980
H -7.019 0.458 -1.444  0.3212
C 7.666 1.380 0.585  -1.9121
H 5.063 -1.801 -0.179  0.3800
H -7.131 3.660 0.540  0.3037
H 0.651 1.494 0.431  0.3178
H 3.214 -1.009 1.243  0.2645
C 4.598 -0.840 -0.397  -0.9818
H 8.159 0.505 -1.947  0.5014
H -6.149 1.783 -2.226  0.3350
H 1.051 0.119 1.479  0.3213
H -1.525 1.200 1.263  0.4242
C 4.690 1.617 -0.100  -0.8672
H -0.624 -4.136 0.691  0.4108
H -5.883 -1.220 0.230  0.2659
H -6.107 -2.901 -1.541  0.3825
H -1.473 -0.889 2.260  0.3773
C 7.101 0.562 -1.698  -1.9513
C -5.525 1.427 -0.187  0.3249

- lowest unoccupied orbital energy (eV) = 0.9
- total charge = 0
- HOMO-LUMO gap (Ha) = 0.3327
- energy relative to the best compared isomer or geometry (same formula, charge and spin) (kcal/mol) = 8.6

No. 4
This record from the Open Molecules 2025 dataset describes a cluster of 4 separate species, C23H49NO9S in total. The level of theory is ωB97M-V/def2-TZVPD.

Last column: Mulliken charge in e.
Cartesian coordinates (Å):
S -6.619 1.974 -0.795  1.2797
H 1.563 5.939 1.032  0.3253
H 4.757 -3.117 -2.039  0.2384
C -0.245 0.714 -2.286  -0.5286
C 7.726 -2.432 -0.297  -0.6998
H 8.135 -3.200 -0.954  0.2489
C 2.875 3.994 -0.902  -0.4286
H -2.553 1.397 -3.155  0.3617
H -1.714 0.502 -0.685  0.3070
H 5.488 -4.085 -0.747  0.3990
H -5.203 0.476 -3.605  0.3986
H 3.924 6.326 -2.036  0.3228
H 3.714 -4.028 -0.926  0.2800
H 1.824 -4.304 1.285  0.2210
C -3.950 2.350 -1.389  -0.9804
H 6.971 -1.869 -0.851  0.2862
H 2.704 7.253 -1.134  0.2467
H -5.438 -1.424 -1.187  0.3329
C 4.826 -2.583 1.190  -0.0186
O 1.738 -2.848 2.717  -0.2340
C 2.504 3.635 0.530  -0.2678
H -5.362 4.000 -0.994  0.2937
H 1.373 -1.149 3.773  0.3667
C -4.112 0.828 -1.744  0.3418
H -0.215 -5.379 5.160  0.3309
C 2.162 5.560 1.863  -0.7425
O -7.762 2.886 -0.814  -0.7490
O -0.742 -3.752 4.001  -0.3824
C 1.744 -0.180 -0.627  0.0571
O 2.328 5.252 -1.282  -0.3689
O -6.586 1.263 -2.266  -0.4493
H 3.863 6.243 -0.256  0.3417
C -0.108 -5.015 4.133  -0.6949
H 2.452 3.239 -1.571  0.3124
N -8.095 -1.139 -1.126  -0.4313
C 3.261 6.316 -1.164  -0.7755
H 1.304 -2.707 0.707  0.0741
H 1.497 5.164 2.638  0.3216
H 0.952 -4.979 3.873  0.2720
C -5.132 2.997 -0.559  -0.6767
C 6.266 -2.256 1.557  -0.8281
H -7.440 -2.507 -2.568  0.3675
C -5.425 0.425 -2.502  -0.1669
H 0.102 -1.568 2.618  0.2930
H -0.324 1.829 -2.347  0.3677
H -0.604 -5.715 3.459  0.2500
C -7.341 -1.402 -2.372  -0.6894
H 6.408 -2.459 2.623  0.3838
H -5.281 -1.704 -3.000  0.3224
C 1.220 -3.428 1.527  -0.7060
H -4.918 3.011 0.531  0.4070
H -1.407 -1.022 -1.634  0.3369
H 2.737 6.386 2.284  0.2588
H 6.481 -1.194 1.390  0.3711
O -6.751 1.078 0.338  -0.6093
H 3.961 3.985 -1.045  0.3163
H -8.445 -1.997 -0.709  0.2046
O 7.190 -3.073 0.850  -0.3825
H -3.768 2.962 -2.309  0.4236
C -2.829 0.443 -2.617  -0.8556
H 0.757 -3.033 5.249  0.3252
C -1.584 0.081 -1.717  -0.5916
O 4.554 -2.297 -0.181  -0.2717
H 4.588 -3.626 1.423  0.3086
H -8.860 -0.484 -1.293  0.2012
H -3.030 2.432 -0.745  0.2633
H 1.418 3.574 0.653  0.2628
H -3.053 -0.319 -3.401  0.4571
H 0.180 -3.741 1.631  0.4878
H 2.920 2.648 0.756  0.2594
C -5.794 -1.097 -2.201  -0.5851
C 4.640 -3.449 -1.007  -0.8208
C 0.940 0.399 -1.338  0.1681
C 0.060 -2.680 4.481  -0.6129
H 2.418 -0.842 -0.060  -0.4141
H -7.750 -0.842 -3.248  0.2744
O 3.074 4.551 1.458  -0.4029
H -4.042 0.164 -0.837  0.3127
C 0.802 -1.982 3.351  -0.3971
H 4.162 -1.950 1.787  0.1875
H -0.616 -1.960 4.951  0.3907
H 0.005 0.298 -3.298  0.2804
H 8.534 -1.754 0.000  0.3205

- lowest unoccupied orbital energy (eV) = 0.4
- total charge = 0
- HOMO-LUMO gap (Ha) = 0.3399

no.,energy (Eh),molecular weight (g/mol)
1,-5335.08725,889.48
2,-4728.70708,660.25
3,-1070.03586,367.67
4,-2035.57799,515.71